[1]
Computed, not measured: an isolated molecule of C3H7ClN2O at a distorted geometry, with the ωB97M-V functional and the def2-TZVPD basis.

Values from the calculation:
structure (SMILES) = NC(N)(Cl)[C@H]1CO1
HOMO-LUMO gap = 10.528 eV
spin multiplicity = 1
relative energy (zero: lowest compared OMol25 entry of this formula, charge and spin) = 35.57 kcal/mol

Each line ends with the Mulliken charge.
Atoms and positions in Å:
N (0.75411, 1.25622, -0.42364)  -0.403
C (0.39971, -0.03731, -0.54178)  0.797
N (-0.41447, -0.05794, -1.86563)  -0.692
Cl (1.99823, -1.13196, -0.96239)  -0.323
C (-0.35535, -0.72309, 0.63329)  -0.284
C (-0.75821, -0.13393, 1.90129)  -0.309
O (-1.68573, -0.43286, 0.87791)  -0.392
H (0.93462, 1.54050, 0.53055)  0.178
H (0.82583, 1.84371, -1.17439)  0.147
H (0.14811, 0.30263, -2.61456)  0.254
H (-0.64308, -0.99923, -2.06853)  0.245
H (0.12415, -1.73792, 0.74488)  0.323
H (-0.74978, -0.68046, 2.82390)  0.270
H (-0.57815, 0.99166, 2.13911)  0.188

---

[2]
Computed, not measured: a structure of composition C36H27BrN6O5SSeZn at a distorted geometry, with the ωB97M-V functional and the def2-TZVPD basis.

Values from the calculation:
HOMO-LUMO gap (spin up / spin down) = 5.674 / 5.670 eV
spin multiplicity = 1
net charge = -2
relative energy (zero: lowest compared OMol25 entry of this formula, charge and spin) = 44.59 kcal/mol

Each line ends with the Mulliken charge.
Atoms and positions in Å:
Zn (13.43353, 9.91954, 14.07160)  0.105
Br (9.89395, 15.96773, 6.15564)  -0.235
C (9.09958, 15.38211, 7.68539)  0.073
C (8.74394, 14.03140, 7.81580)  -0.238
C (8.06188, 13.56098, 8.89978)  -0.482
C (7.99569, 14.45925, 10.05450)  0.109
C (8.00512, 15.82340, 9.81159)  -0.416
C (8.66478, 16.28657, 8.68199)  -0.154
N (8.25676, 13.97141, 11.28613)  -0.580
N (8.31939, 12.66052, 11.25356)  -0.266
C (8.95561, 12.07289, 12.30727)  0.164
C (8.64515, 10.69171, 12.45764)  -0.319
C (9.38063, 9.87958, 13.35140)  -1.218
C (10.69883, 10.25322, 13.79340)  1.122
O (11.51624, 9.38628, 14.27961)  -0.826
C (10.98134, 11.69500, 13.63377)  0.252
N (12.20834, 12.09523, 14.03542)  -0.077
C (12.55717, 13.36493, 14.08606)  -0.530
C (11.71017, 14.37550, 13.58714)  -0.701
C (10.46748, 13.99526, 13.03839)  -0.492
C (10.06155, 12.64776, 13.10771)  0.631
H (9.08588, 13.30640, 7.06160)  0.312
H (7.71435, 12.55113, 8.96525)  0.425
H (7.61065, 16.52214, 10.54804)  0.368
H (8.91916, 17.37454, 8.56566)  0.283
H (7.77945, 10.37256, 11.93830)  0.472
H (9.10373, 8.82325, 13.48569)  0.268
H (13.55325, 13.53451, 14.46617)  0.529
H (12.06962, 15.41118, 13.60789)  0.374
H (9.78093, 14.68671, 12.51772)  0.519
N (15.10263, 10.05427, 14.97680)  -0.597
C (15.43711, 10.66194, 16.01826)  0.609
C (16.77329, 11.22782, 15.98776)  1.042
C (17.81276, 10.47976, 15.37949)  -0.601
C (18.98590, 11.10512, 15.03182)  -0.314
C (19.22510, 12.42312, 15.34367)  -0.375
C (18.28436, 13.13128, 16.08138)  -0.845
C (17.01372, 12.57091, 16.27324)  -0.393
C (14.57660, 10.80047, 17.28651)  0.673
C (14.90446, 11.53879, 18.42633)  -0.292
C (13.96784, 11.64314, 19.45791)  -0.650
C (12.64261, 11.20382, 19.30867)  -0.497
C (12.35909, 10.40283, 18.22106)  -0.854
C (13.31336, 10.23354, 17.22910)  -0.367
H (17.55576, 9.43702, 15.09729)  0.231
H (19.70760, 10.55248, 14.41962)  0.341
H (20.18704, 12.84272, 15.02587)  0.328
H (18.57534, 14.17611, 16.36171)  0.246
H (16.25321, 13.20222, 16.74640)  0.525
H (15.84153, 12.04813, 18.55537)  0.476
H (14.28403, 12.05005, 20.41397)  0.359
H (11.95783, 11.43317, 20.11381)  0.375
H (11.45635, 9.82754, 18.20615)  0.386
H (13.01478, 9.61059, 16.39042)  0.273
C (16.09497, 11.73828, 8.51880)  -0.984
N (16.56161, 10.97753, 9.69140)  0.305
C (16.69220, 11.55185, 10.92387)  -0.158
Se (16.86418, 13.35754, 11.30667)  -0.436
N (16.71577, 10.52672, 11.85126)  0.560
C (16.49999, 9.32312, 11.20690)  0.552
C (16.59615, 8.01502, 11.69050)  -0.549
C (16.72267, 6.98293, 10.73666)  -0.726
C (16.81426, 7.25009, 9.38076)  -0.384
C (16.74346, 8.54535, 8.91343)  -0.945
C (16.48724, 9.57098, 9.81991)  0.368
H (16.34743, 12.78994, 8.77765)  0.289
H (14.99275, 11.59976, 8.35258)  0.231
H (16.70428, 11.40102, 7.67733)  0.365
H (16.62960, 10.67777, 12.82637)  -0.053
H (16.59821, 7.82487, 12.74023)  0.423
H (16.71824, 5.94790, 11.09171)  0.329
H (16.93264, 6.39055, 8.72167)  0.332
H (16.66548, 8.69233, 7.84116)  0.298
O (13.69025, 9.57079, 12.22473)  -0.460
S (12.99625, 10.37786, 11.11963)  1.061
O (13.56293, 9.89595, 9.85702)  -0.714
O (13.29452, 11.79837, 11.44490)  -0.663
O (11.52602, 10.09806, 11.11736)  -0.590